This record from the OMol25 dataset describes the molecule C4H12N2 at a distorted geometry. The level of theory is ωB97M-V/def2-TZVPD.

Kohn-Sham gap, eV: 9.19
SMILES: CNCCCN
Highest occupied orbital energy, eV: -8.1
E_tot, hartree: -269.04185
Relative energy (zero: lowest compared OMol25 entry of this formula, charge and spin), eV: 2.027
Molecular weight, g mol⁻¹: 88.2

Cartesian coordinates (Å):
C  2.291  -0.178  -0.878
N  0.825  -0.174  -0.905
C  0.018  -1.080  0.017
C  -1.438  -0.706  0.440
C  -1.666  0.874  0.185
N  -0.685  1.680  0.888
H  2.751  -1.167  -1.003
H  2.695  0.138  0.078
H  2.616  0.506  -1.663
H  0.118  0.402  -1.341
H  -0.015  -2.110  -0.350
H  0.658  -1.098  0.912
H  -2.220  -1.340  -0.011
H  -1.430  -0.971  1.502
H  -1.401  1.149  -0.775
H  -2.656  1.094  0.537
H  0.280  1.644  0.534
H  -0.742  1.339  1.833